1.
Molecular formula: C22H28F6O2PS4SbTi
Method: DFT, ωB97M-V with the def2-TZVPD basis set

Element x y z (Å)
1 Ti -0.25 -0.04 0.17
2 C 1.82 -2.93 0.71
3 C 1.84 -2.92 -0.81
4 S 0.37 -2.06 -1.41
5 C 0.81 -1.47 -3.06
6 C -0.31 -0.54 -3.49
7 S -0.67 0.84 -2.37
8 C 0.63 2.04 -2.76
9 C 2.00 1.72 -2.18
10 S 1.90 1.30 -0.41
11 C 3.33 0.19 -0.30
12 C 3.32 -0.52 1.04
13 S 1.73 -1.29 1.47
14 H 2.70 -3.43 1.11
15 H 0.94 -3.44 1.08
16 H 1.80 -3.95 -1.18
17 H 2.74 -2.45 -1.21
18 H 0.85 -2.33 -3.72
19 H 1.78 -0.99 -3.04
20 H -1.26 -1.09 -3.55
21 H -0.12 -0.12 -4.48
22 H 0.25 2.98 -2.38
23 H 0.70 2.13 -3.84
24 H 2.65 2.59 -2.26
25 H 2.48 0.89 -2.68
26 H 4.23 0.81 -0.39
27 H 3.29 -0.50 -1.14
28 H 3.53 0.18 1.85
29 H 4.09 -1.29 1.08
30 O -1.76 0.44 3.84
31 C -1.66 0.70 2.70
32 O -0.71 0.05 1.90
33 C -2.36 1.77 1.89
34 P -1.08 2.35 0.73
35 C -0.02 3.34 1.79
36 C 1.01 2.75 2.53
37 C 1.70 3.48 3.47
38 C 1.39 4.82 3.69
39 C 0.35 5.41 2.97
40 C -0.35 4.68 2.03
41 C -1.84 3.39 -0.53
42 C -1.16 4.49 -1.06
43 C -1.74 5.25 -2.06
44 C -3.00 4.91 -2.54
45 C -3.68 3.81 -2.02
46 C -3.10 3.05 -1.02
47 H -2.72 2.57 2.54
48 H -3.20 1.31 1.38
49 H 1.24 1.70 2.41
50 H 2.49 3.01 4.05
51 H 1.93 5.39 4.43
52 H 0.09 6.44 3.16
53 H -1.17 5.15 1.50
54 H -0.18 4.77 -0.67
55 H -1.22 6.11 -2.46
56 H -3.46 5.51 -3.31
57 H -4.66 3.55 -2.39
58 H -3.64 2.20 -0.63
59 F -2.16 -0.18 -0.30
60 Sb -3.24 -1.94 0.07
61 F -2.62 -2.33 -1.67
62 F -1.44 -2.32 0.68
63 F -3.93 -3.60 0.43
64 F -3.53 -1.15 1.73
65 F -4.68 -1.02 -0.64

Summary:
E_LUMO ... -7.46 eV
2S+1 ... 1
Total charge ... +2
Total energy ... -4628.33456 hartree

***

2.
Molecular formula: C5H9ClSi
Method: DFT, ωB97M-V with the def2-TZVPD basis set

Element x y z (Å)
1 C 0.84 -0.52 -1.47
2 C 1.78 -0.16 -0.84
3 C -0.43 -0.57 -2.10
4 C -2.22 1.11 1.75
5 C 3.11 0.07 -0.30
6 Si -1.25 -0.62 2.03
7 Cl -2.42 -2.13 2.93
8 H -0.39 -1.06 -3.03
9 H -0.92 0.46 -2.13
10 H -1.15 -1.11 -1.50
11 H -2.36 1.41 0.77
12 H -3.22 0.90 2.16
13 H -1.69 1.86 2.23
14 H 3.14 0.96 0.30
15 H 3.73 0.18 -1.21
16 H 3.44 -0.80 0.40

Summary:
E_LUMO ... -0.59 eV
2S+1 ... 1
Total energy ... -945.50212 hartree

***

3.
Molecular formula: C2H2N6
Method: DFT, ωB97M-V with the def2-TZVPD basis set

Element x y z (Å)
1 H 0.46 2.50 -1.04
2 N -0.29 1.71 -1.46
3 C -0.04 0.57 -1.01
4 N 1.25 -0.06 -0.58
5 N 1.26 -0.50 0.60
6 C 0.10 -0.77 1.45
7 N -1.04 -1.06 1.10
8 N -1.42 -1.22 -0.26
9 N -0.78 -0.61 -1.18
10 H 0.50 -0.55 2.39

Summary:
E_LUMO ... -1.22 eV
2S+1 ... 1
SMILES ... [H]/N=c1\nncnnn1
Total energy ... -405.72906 hartree

***

4.
Molecular formula: CHN4O2
Method: DFT, ωB97M-V with the def2-TZVPD basis set

Element x y z (Å)
1 C -0.37 -0.05 -0.15
2 N -0.81 -2.14 -0.33
3 N -0.95 -1.17 0.46
4 N 0.18 -0.51 -1.36
5 N -0.10 -1.74 -1.44
6 O -0.44 1.12 0.23
7 O 0.90 2.58 1.30
8 H 1.58 1.91 1.29

Summary:
E_LUMO (alpha / beta) ... 1.34 / 1.34 eV
2S+1 ... 1
Total charge ... -1
Total energy ... -408.08699 hartree

***

Calculated energy above the lowest of the compared OMol25 structures with the same formula, charge and spin, 0.251; 3.317; 3.455; 5.137 eV (same order as the records).